Record 1
Below is a cluster of 2 separate species, C22H32FO2Si2 in total at a distorted geometry, with properties calculated with ωB97M-V with the def2-TZVPD basis set.

The geometry in ORCA input format:
```
! wB97M-V def2-TZVPD RIJCOSX def2/J DEFGRID3
* xyz 1 1
Si 2.42 2.56 -1.53
Si -2.11 2.94 -1.74
F -4.90 -1.44 3.80
O 0.91 2.17 -2.31
O -1.02 1.72 -1.16
C -0.98 -2.23 2.59
C 0.70 -4.91 1.96
C -3.24 -3.02 3.20
C 3.20 3.81 -2.66
C 1.89 3.31 0.10
C -3.62 -1.70 3.41
C 3.40 -4.41 1.35
C 0.37 -2.39 2.16
C -1.12 4.42 -2.27
C 2.91 -5.73 1.40
C 1.15 -3.55 1.92
C -1.93 -3.28 2.81
C 0.23 -0.08 -1.92
C -1.45 -0.90 2.82
C -0.71 -1.01 -1.29
C -3.01 2.06 -3.12
C -2.75 -0.62 3.23
C 2.54 -3.35 1.60
C 3.43 1.01 -1.38
C 0.06 1.26 -1.80
C -3.20 3.31 -0.28
C 1.57 -5.97 1.71
H 0.91 -1.45 2.05
H -3.71 2.41 0.10
H 3.59 -6.57 1.19
H 4.45 -4.23 1.11
H -3.97 4.04 -0.57
H -0.41 4.21 -3.08
H 1.27 4.21 -0.04
H -1.75 -0.84 -1.61
H 2.92 -2.32 1.58
H 2.95 0.22 -0.79
H -3.76 2.73 -3.57
H -3.95 -3.84 3.36
H 2.78 3.60 0.67
H -2.64 3.75 0.56
H -1.83 5.18 -2.63
H -0.67 -0.98 -0.20
H -0.74 -0.08 2.69
H -3.55 1.17 -2.74
H 1.31 2.60 0.72
H 3.41 3.39 -3.65
H -0.33 -5.14 2.20
H -0.56 4.88 -1.43
H -0.43 -2.02 -1.61
H 3.68 0.60 -2.37
H 2.56 4.70 -2.81
H -3.08 0.40 3.41
H 1.20 -7.00 1.76
H -2.34 1.72 -3.92
H -1.64 -4.31 2.66
H 4.39 1.26 -0.89
H 1.04 -0.44 -2.54
H 4.15 4.16 -2.23
*
```

The HOMO energy comes out at -9.9 eV. As for the energy relative to the best compared isomer or geometry (same formula, charge and spin): 0.017 eV. The HOMO-LUMO gap comes out at 0.144 hartree.

Record 2
Below is a structure of composition C22H32IrN2O3Si2Te, with properties calculated with ωB97M-V with the def2-TZVPD basis set.

The geometry in ORCA input format:
```
! wB97M-V def2-TZVPD RIJCOSX def2/J DEFGRID3
* xyz 1 5
Ir -1.06 -0.05 -0.62
Te -3.40 -1.36 -0.27
Si -5.33 -1.87 2.46
Si -4.46 0.42 -2.96
O -1.83 1.83 0.02
O 0.55 -1.29 -0.72
O -3.16 1.98 3.87
N -0.63 0.17 1.49
N -1.22 1.15 2.14
C 1.70 -2.42 2.60
C -2.65 3.09 1.83
C -4.63 0.17 -1.09
C -1.89 1.96 1.28
C 2.11 -2.88 -0.12
C -5.86 1.53 -3.48
C -2.80 4.22 1.01
C -4.87 -3.67 2.59
C -4.02 5.34 2.73
C 1.15 -1.90 0.24
C -3.47 5.34 1.45
C 2.58 -3.37 2.21
C -2.81 1.21 -3.34
C -6.81 -1.66 1.34
C 2.79 -3.59 0.82
C -4.58 -1.26 -3.78
C 0.95 -1.65 1.66
C 0.14 -0.64 2.20
C -3.85 -0.93 1.76
C -3.90 4.23 3.55
C -5.67 -1.14 4.14
C -3.22 3.09 3.11
H -6.46 -1.69 4.66
H 3.13 -3.95 2.94
H -5.82 1.73 -4.55
H -2.36 4.20 0.02
H -2.95 -1.17 2.34
H -6.64 -2.10 0.36
H -4.39 1.09 -0.55
H -4.35 4.22 4.53
H -2.02 0.87 -2.65
H -3.59 2.14 4.71
H -6.83 1.09 -3.25
H -4.78 -1.16 4.78
H -6.00 -0.10 4.06
H -5.47 -1.81 -3.48
H -2.84 2.29 -3.26
H -4.03 -3.83 3.27
H -7.08 -0.61 1.22
H -3.99 0.15 1.83
H -5.71 -4.25 2.97
H 2.27 -3.05 -1.18
H -2.47 0.95 -4.35
H 1.54 -2.22 3.66
H -4.60 -4.09 1.61
H -5.65 -0.12 -0.84
H -3.71 -1.88 -3.55
H -5.80 2.50 -2.97
H 3.50 -4.34 0.51
H -4.61 -1.14 -4.87
H -3.57 6.21 0.82
H -4.55 6.21 3.10
H 0.15 -0.48 3.28
H -7.68 -2.17 1.78
*
```

The HOMO energy (spin up / spin down) comes out at -10.2 / -11.4 eV. The HOMO-LUMO gap (spin up / spin down) comes out at 0.248 / 0.211 hartree.

Record 3
Below is the molecule C22H32N2O3, with properties calculated with ωB97M-V with the def2-TZVPD basis set.

The geometry in ORCA input format:
```
! wB97M-V def2-TZVPD RIJCOSX def2/J DEFGRID3
* xyz 0 1
O 2.35 -3.09 -0.09
O 0.52 4.95 -2.17
O 0.16 4.36 -0.04
N 1.27 -1.57 1.19
N 0.62 -0.16 -1.02
C 1.37 -0.12 3.99
C 0.45 4.07 -1.17
C 1.57 -2.17 0.03
C 0.76 -1.61 -1.15
C -2.94 -3.80 -0.82
C -0.54 1.87 -1.70
C -1.57 -1.90 -0.22
C 1.83 -1.94 2.47
C 0.69 -1.35 4.58
C -4.20 -4.60 -0.68
C 1.90 0.51 -1.06
C 1.73 1.98 -0.67
C -0.25 0.41 -2.04
C -0.55 -2.34 -1.06
C 0.18 6.31 -1.88
C -1.91 -4.24 -1.65
C -1.32 6.53 -1.93
C -2.75 -2.62 -0.11
C 2.49 -0.72 3.15
C 0.77 2.67 -1.64
C -0.74 -3.52 -1.77
C 0.72 -2.39 3.45
H 1.31 2.05 0.33
H 0.69 6.89 -2.65
H -1.18 -0.15 -2.07
H 1.75 0.55 4.76
H 3.30 -1.06 3.79
H -0.32 -1.15 4.92
H -1.03 1.92 -0.73
H 0.22 0.35 -3.04
H -1.72 6.23 -2.90
H -5.01 -3.98 -0.30
H -4.50 -5.02 -1.64
H 2.90 -0.03 2.42
H 2.55 -2.73 2.26
H 0.91 -3.39 3.83
H -1.21 2.29 -2.45
H 0.64 -0.79 1.16
H -0.23 -2.41 2.91
H -1.54 7.58 -1.76
H 1.27 -1.72 5.43
H 2.69 2.48 -0.68
H -2.04 -5.15 -2.22
H 0.68 0.43 3.36
H -3.53 -2.26 0.54
H 0.05 -3.88 -2.42
H 0.58 6.56 -0.89
H 2.36 0.45 -2.06
H -1.45 -0.99 0.33
H -4.04 -5.42 0.01
H 2.58 0.03 -0.36
H 1.21 2.73 -2.64
H 1.28 -1.89 -2.08
H -1.80 5.94 -1.15
*
```

The HOMO energy comes out at -8.7 eV. As for the energy relative to the best compared isomer or geometry (same formula, charge and spin): 0.026 eV. The HOMO-LUMO gap comes out at 0.349 hartree.

Record 4
Below is the molecule C22H32N2O4, with properties calculated with ωB97M-V with the def2-TZVPD basis set.

The geometry in ORCA input format:
```
! wB97M-V def2-TZVPD RIJCOSX def2/J DEFGRID3
* xyz 0 1
O 3.90 -3.22 0.30
O 3.56 -0.35 0.29
O -0.64 2.70 0.57
O -1.24 -0.53 -2.07
N -2.13 -0.92 -0.03
N 1.39 3.02 -0.33
C -2.12 -0.06 2.25
C 2.38 2.85 -1.36
C 1.66 -3.43 -0.22
C 2.57 1.64 1.31
C -3.60 0.95 0.54
C -4.30 -2.43 -1.30
C 3.04 1.47 -1.27
C -1.14 -0.98 -0.94
C -3.48 0.57 2.02
C 1.20 -0.74 -0.22
C 3.43 1.07 0.17
C 0.06 2.79 -0.43
C 2.49 -1.18 0.04
C 5.11 -2.52 0.44
C -1.97 -1.29 1.36
C -4.55 -1.24 -0.37
C 2.72 -2.57 0.05
C 0.39 -2.97 -0.51
C 2.00 3.02 0.99
C -0.53 2.70 -1.82
C -3.38 -0.26 -0.38
C 0.16 -1.61 -0.50
H -0.10 3.42 -2.50
H -4.74 -1.61 0.64
H 1.24 3.29 1.72
H 1.87 -4.49 -0.21
H -0.99 -1.75 1.49
H 2.79 3.78 1.00
H -4.57 1.39 0.33
H 5.10 -1.87 1.32
H 1.94 2.98 -2.35
H -1.34 0.66 2.00
H 1.75 0.96 1.53
H -2.83 1.69 0.33
H -0.39 1.69 -2.21
H 3.18 1.70 2.21
H 0.96 0.31 -0.22
H -5.44 -0.70 -0.70
H -0.41 -3.67 -0.73
H -2.73 -2.03 1.62
H 3.94 1.46 -1.89
H 5.35 -1.93 -0.44
H -3.45 -3.01 -0.95
H -4.08 -2.08 -2.31
H -3.58 1.47 2.63
H 3.14 3.63 -1.22
H 2.36 0.73 -1.69
H -3.24 0.09 -1.41
H 5.87 -3.30 0.57
H -4.27 -0.12 2.31
H -2.00 -0.36 3.30
H -1.60 2.87 -1.74
H -5.18 -3.07 -1.34
H 4.47 1.40 0.33
*
```

The HOMO energy comes out at -8.1 eV. As for the energy relative to the best compared isomer or geometry (same formula, charge and spin): 2.030 eV. The HOMO-LUMO gap comes out at 0.322 hartree.

Number 1: E -45897.1389 eV. Number 2: E -58336.2088 eV. Number 3: E -32457.7278 eV. Number 4: E -34504.2786 eV.